Record 1
13
Properties=species:S:1:pos:R:3:forces:R:3:lowdin_charge:R:1 method="wB97M-V/def2-TZVPD" mol_weight_g_mol=135.14 gap_ha=0.2827 e_homo_ev=-9.226 energy_ev=-21652.942
C 0.821 0.201 0.031 2.5 -1.7 0.9 -0.64
C -1.316 -0.622 0.634 -0.2 3.7 -0.9 -0.24
C -2.090 0.422 -0.165 -2.4 -1.0 -1.5 -0.53
H 2.754 1.516 -0.947 2.5 -3.6 2.7 0.37
H 2.143 -1.358 -0.427 -1.1 0.8 -0.3 0.14
H -1.145 -0.261 1.601 -0.3 0.5 1.9 0.12
H -1.875 -1.497 0.625 -0.4 -1.8 -0.1 0.10
H -1.453 1.068 -0.863 -1.2 -0.5 1.3 0.10
N 1.966 -0.358 -0.626 1.8 -0.5 1.1 -0.04
O 3.314 0.167 -0.181 -4.4 4.7 -3.4 -0.16
O 0.709 1.241 0.581 0.3 2.3 -0.1 0.14
O -0.069 -0.731 0.061 -0.1 -3.7 -1.8 0.01
S -3.759 0.213 -0.323 2.9 1.0 0.3 0.65

Record 2
11
Properties=species:S:1:pos:R:3:forces:R:3:lowdin_charge:R:1 method="wB97M-V/def2-TZVPD" mol_weight_g_mol=103.15 gap_ha=0.3730 e_homo_ev=-9.287 energy_ev=-17561.281
C -0.964 0.491 0.232 -2.2 1.6 2.2 -0.20
C -0.597 -0.936 0.226 1.0 -0.6 0.7 -0.24
C 0.336 0.801 -0.462 0.8 2.1 -2.9 -0.39
N 0.555 -0.619 -0.643 1.3 -1.4 -0.8 -0.24
O 3.057 0.059 -0.288 0.6 0.6 -0.6 -0.49
S 1.780 0.056 0.385 -1.0 -0.5 0.7 0.96
H -1.899 0.605 -0.270 -0.2 0.7 -1.3 0.10
H -1.294 0.829 1.239 1.0 0.5 -0.3 0.12
H -0.238 -1.223 1.217 -0.4 -0.8 -0.1 0.10
H -1.322 -1.577 -0.230 -0.1 -0.8 -0.1 0.11
H 0.587 1.514 -1.407 -0.8 -1.6 2.5 0.17

Record 3
11
Properties=species:S:1:pos:R:3:forces:R:3:lowdin_charge:R:1 method="wB97M-V/def2-TZVPD" mol_weight_g_mol=103.15 smiles="C=NOC(C)=S" gap_ha=0.3278 e_homo_ev=-8.684 energy_ev=-17562.388
C 1.024 -1.148 -0.478 1.3 -0.6 1.7 -0.13
C 1.021 0.322 -0.690 0.8 0.3 -0.4 -0.90
C -1.923 0.839 0.985 1.5 0.0 -0.9 0.03
H 1.186 -1.308 0.653 -0.3 0.1 -1.6 0.12
H 1.907 -1.541 -0.991 -0.3 0.0 0.1 0.07
H 0.144 -1.715 -0.749 -0.3 0.2 -0.1 0.07
H -2.050 1.904 0.776 -0.2 -0.2 0.1 0.09
H -2.681 0.237 1.487 0.4 0.2 0.0 0.08
N -0.871 0.222 0.589 -1.2 -0.1 0.3 0.00
O 0.030 1.033 -0.143 -1.1 0.3 0.7 -0.13
S 2.214 1.155 -1.439 -0.5 -0.3 0.1 0.71

Record 4
11
Properties=species:S:1:pos:R:3:forces:R:3:lowdin_charge:R:1 method="wB97M-V/def2-TZVPD" mol_weight_g_mol=103.15 smiles="CC1=NSCO1" gap_ha=0.3393 e_homo_ev=-8.415 energy_ev=-17563.345
C -1.690 -0.438 -0.142 -2.2 -1.8 3.4 -0.01
C -0.284 -0.395 0.034 2.0 -3.6 0.1 -0.64
C 1.625 0.872 0.109 0.4 0.9 -1.8 -0.46
H -1.987 0.027 -1.005 -0.8 1.1 -2.1 0.07
H -2.123 -1.463 -0.018 0.6 0.8 -0.5 0.12
H -2.052 0.104 0.739 -0.6 0.3 -0.3 0.10
H 1.877 1.278 1.119 -0.2 -0.2 -0.9 0.09
H 1.894 1.568 -0.790 0.5 -1.2 2.0 0.13
N 0.402 -1.499 0.197 1.4 3.3 -0.9 -0.13
O 0.223 0.808 -0.094 -0.3 1.1 0.3 -0.09
S 2.115 -0.862 -0.148 -0.7 -0.7 0.7 0.82

Record 5
11
Properties=species:S:1:pos:R:3:forces:R:3:lowdin_charge:R:1 method="wB97M-V/def2-TZVPD" mol_weight_g_mol=103.15 smiles=c1cnoc1.S gap_ha=0.3768 e_homo_ev=-9.534 energy_ev=-17562.104
C -1.563 0.848 -0.882 -0.6 1.1 2.9 -0.09
C -1.102 -0.440 -0.753 -0.5 0.3 0.9 -0.20
C -1.600 1.291 0.436 0.5 0.7 -1.8 -0.15
N -0.890 -0.709 0.501 1.2 -4.0 -0.6 0.01
O -1.175 0.325 1.226 -0.2 1.6 1.1 -0.05
S 1.607 1.311 -0.307 -1.6 2.3 -3.8 0.60
H -1.976 1.324 -1.694 -0.4 1.1 -1.7 0.08
H -0.960 -1.140 -1.510 0.3 -1.2 -0.8 0.10
H -1.562 2.251 0.903 -0.8 0.4 0.0 0.12
H 2.422 1.523 -1.483 -1.3 -0.3 1.8 -0.12
H 2.537 0.771 0.275 3.2 -1.9 2.1 -0.31

Record 6
11
Properties=species:S:1:pos:R:3:forces:R:3:lowdin_charge:R:1 method="wB97M-V/def2-TZVPD" mol_weight_g_mol=103.15 gap_ha=0.3237 e_homo_ev=-8.409 energy_ev=-17558.012
C -0.379 1.036 -0.141 -0.2 3.2 -1.9 -0.09
C -3.507 -0.928 -0.024 0.1 0.9 0.1 -0.55
C 1.727 -0.156 0.169 2.2 0.9 -0.4 -0.04
N 0.305 -0.010 -0.094 0.5 -0.2 1.2 -0.35
O -0.386 -1.224 -0.056 0.0 -0.2 -0.2 -0.04
S -3.062 0.518 0.234 -1.0 -0.8 0.0 0.66
H 0.199 2.031 -0.436 -0.4 -2.1 1.3 0.08
H -1.251 -0.952 -0.446 0.5 -0.5 0.4 0.01
H 2.097 0.643 0.860 -0.9 -0.3 -0.7 0.09
H 2.036 -1.059 0.775 -0.7 0.4 -1.6 0.11
H 2.222 0.102 -0.843 -0.2 -1.3 1.7 0.12

Record 7
11
Properties=species:S:1:pos:R:3:forces:R:3:lowdin_charge:R:1 method="wB97M-V/def2-TZVPD" mol_weight_g_mol=103.15 smiles=c1cscn1.O gap_ha=0.3802 e_homo_ev=-9.690 energy_ev=-17564.004
C 2.204 -1.447 0.186 2.7 0.5 0.7 -0.29
C 2.218 -1.099 -1.134 0.4 -1.2 -1.5 -0.43
C 0.194 -0.745 0.117 -2.6 0.3 -0.6 -0.50
N 1.062 -1.229 0.934 0.5 0.4 -1.3 0.00
O -2.034 2.025 -0.098 0.5 -0.7 -1.6 -0.08
S 0.602 -0.624 -1.608 0.8 0.0 1.7 0.94
H 3.183 -1.641 0.723 -1.5 -0.3 -0.6 0.12
H -1.355 1.529 -0.632 -0.9 0.9 1.2 0.03
H 3.035 -1.320 -1.931 -1.6 0.7 1.8 0.10
H -0.859 -0.461 0.407 1.3 -0.5 -0.2 0.08
H -1.795 1.997 0.823 0.4 -0.2 0.4 0.02

Record 8
11
Properties=species:S:1:pos:R:3:forces:R:3:lowdin_charge:R:1 method="wB97M-V/def2-TZVPD" mol_weight_g_mol=103.15 gap_ha=0.3630 e_homo_ev=-9.451 energy_ev=-17562.633
C 0.045 -0.103 1.103 -1.3 -0.8 1.0 -0.70
C -0.145 0.751 -1.710 2.8 -3.8 4.8 -0.24
C 0.719 0.608 0.083 -1.0 -0.4 -5.1 -0.38
N -0.542 -1.295 0.968 -1.6 -2.9 1.9 0.14
O -0.034 0.388 2.201 0.4 1.5 1.8 0.05
S 1.325 -0.255 -1.349 -1.0 0.5 -0.5 0.81
H -1.134 0.432 -1.811 -1.2 -1.2 0.3 0.03
H 0.025 1.655 -2.052 1.1 4.4 -1.5 -0.03
H 1.215 1.459 0.431 0.6 1.3 0.1 0.08
H -0.606 -1.956 0.217 0.5 0.4 -0.5 0.08
H -0.868 -1.684 1.919 0.7 1.1 -2.3 0.16

Record 9
11
Properties=species:S:1:pos:R:3:forces:R:3:lowdin_charge:R:1 method="wB97M-V/def2-TZVPD" mol_weight_g_mol=103.15 gap_ha="0.2524 / 0.2569" e_homo_ev="-9.233 / -9.319" energy_ev=-17561.551
C -0.263 0.607 -0.849 -2.3 1.5 0.0 -0.63
C -0.560 -0.269 0.404 -2.7 0.1 0.0 -0.18
C 0.715 -0.857 0.976 -0.2 -1.6 -1.1 -0.58
N -1.081 1.512 -1.279 -0.6 0.1 0.9 0.11
O 0.856 0.491 -1.440 4.0 -2.9 0.8 -0.10
S 1.943 -1.154 -0.277 -1.5 2.7 -2.0 0.89
H -0.978 0.445 1.166 0.5 -0.6 -0.7 0.12
H -1.475 -0.975 0.275 1.9 0.9 -0.4 0.15
H 0.991 -0.127 1.670 1.3 0.5 1.4 0.05
H 0.704 -1.914 1.351 -0.7 1.0 0.4 0.09
H -0.853 2.242 -1.997 0.5 -1.7 0.8 0.07

Record 10
11
Properties=species:S:1:pos:R:3:forces:R:3:lowdin_charge:R:1 method="wB97M-V/def2-TZVPD" mol_weight_g_mol=103.15 gap_ha=0.3156 e_homo_ev=-8.048 energy_ev=-17559.950
C 1.037 0.115 0.513 1.2 -0.5 -1.2 -0.22
C 0.624 -2.175 -0.246 -0.3 -1.0 0.2 0.06
C 0.002 1.108 0.071 0.7 2.2 1.3 -0.34
N 0.865 -1.015 -0.041 0.7 -0.7 0.9 -0.17
O -2.113 -0.381 0.715 -0.5 -0.4 1.0 -0.55
S -1.481 0.122 -0.497 1.5 -0.1 -0.7 0.85
H 2.061 0.165 0.969 -1.4 0.9 0.0 0.14
H 0.992 -2.666 -1.121 0.1 -0.2 -0.8 0.04
H -0.386 1.525 1.073 0.3 0.2 -1.7 0.10
H 0.469 1.952 -0.646 -1.5 -1.8 1.4 0.13
H -2.070 1.249 -0.789 -0.8 1.5 -0.5 -0.05

Record 11
12
Properties=species:S:1:pos:R:3:forces:R:3:lowdin_charge:R:1 method="wB97M-V/def2-TZVPD" mol_weight_g_mol=135.21 smiles="COC(=S)NC=S" gap_ha=0.2939 e_homo_ev=-8.233 energy_ev=-28396.950
C -1.975 -0.284 0.156 -1.2 -2.2 1.6 -0.12
C 0.124 1.088 0.110 -0.1 -1.0 -1.3 -0.93
C 2.240 -0.406 -0.179 -4.1 -2.0 -2.0 -0.76
H -1.816 -0.745 1.314 -0.4 1.0 -3.3 0.15
H -3.250 -0.270 -0.049 4.0 1.0 0.7 0.17
H -1.594 -0.946 -0.661 -0.6 -0.2 0.9 0.07
H 0.159 -1.038 -0.041 2.0 3.1 0.1 0.16
H 2.458 -1.327 -0.844 -1.1 1.1 1.4 0.08
N 0.791 -0.112 0.006 0.6 -3.8 -0.1 -0.04
O -1.208 0.902 0.018 -2.1 1.2 0.6 -0.21
S 0.677 2.618 -0.024 0.2 -0.3 0.4 0.69
S 3.394 0.522 0.193 2.8 2.2 1.2 0.75

Record 12
12
Properties=species:S:1:pos:R:3:forces:R:3:lowdin_charge:R:1 method="wB97M-V/def2-TZVPD" mol_weight_g_mol=135.21 gap_ha=0.3002 e_homo_ev=-8.789 energy_ev=-28397.637
C -2.200 0.495 -0.498 -1.5 -0.6 -0.4 -0.46
C 0.101 -0.350 0.633 0.2 -0.5 -0.3 -1.08
C 1.542 -0.607 0.835 -1.0 -0.8 1.6 -0.31
H -2.365 1.112 0.430 0.0 -0.9 -0.9 0.04
H -2.750 0.988 -1.376 1.1 -0.6 1.1 0.06
H -2.614 -0.582 -0.412 0.6 1.9 0.2 0.05
H 1.826 -1.200 1.745 -0.5 0.7 -1.0 0.11
H 3.039 0.594 -1.406 0.5 0.1 -0.3 0.10
N 2.501 -0.288 0.116 2.2 0.5 -1.0 0.00
O 2.189 0.456 -1.000 -0.4 -0.2 0.2 -0.12
S -0.432 0.407 -0.834 -0.5 0.4 0.2 0.90
S -0.836 -1.025 1.767 -0.8 0.0 0.6 0.71